Entry 1:
Molecular formula: C42H50CuF2O34S
Method: DFT, ωB97M-V/def2-TZVPD

The geometry in XYZ format:
```
130
C42H50CuF2O34S (ωB97M-V/def2-TZVPD)
Cu -1.217 2.478 0.259
S 0.839 1.826 -1.104
O 0.701 2.156 -2.539
O -0.393 0.959 -0.696
O 2.052 1.102 -0.849
O 0.668 3.109 -0.245
F -3.955 -3.775 2.301
C -3.477 -4.921 1.735
C -3.504 -5.056 0.320
C -2.893 -6.150 -0.286
C -2.372 -7.183 0.441
C -2.426 -7.052 1.816
C -2.975 -5.959 2.539
H -3.923 -4.300 -0.291
H -2.787 -5.998 -1.384
H -1.908 -8.039 -0.010
H -1.917 -7.827 2.515
H -2.978 -5.995 3.590
F 6.239 3.382 3.969
C 5.857 3.270 2.645
C 4.787 2.484 2.369
C 4.256 2.400 1.069
C 4.930 3.097 0.083
C 6.080 3.830 0.371
C 6.500 3.994 1.670
H 4.404 1.933 3.253
H 3.402 1.756 0.791
H 4.665 3.001 -1.006
H 6.640 4.275 -0.472
H 7.486 4.522 1.892
C -0.303 6.120 -2.047
C 1.077 5.589 -2.422
O 1.832 5.876 -1.209
C 1.013 6.012 -0.176
O 1.451 6.189 0.936
O -0.282 6.077 -0.512
H -1.141 5.478 -2.387
H -0.406 7.153 -2.305
H 1.474 6.236 -3.194
H 1.195 4.564 -2.662
C 1.899 0.014 2.113
C 2.460 -0.952 1.095
O 2.429 -2.147 1.898
C 2.629 -1.844 3.214
O 2.954 -2.595 4.099
O 2.334 -0.519 3.368
H 0.812 0.134 2.133
H 2.333 0.986 1.968
H 3.574 -0.707 0.972
H 1.861 -1.085 0.211
C 3.640 0.614 6.231
C 2.702 -0.424 6.826
O 1.446 0.133 6.529
C 1.468 1.201 5.756
O 0.558 1.789 5.310
O 2.752 1.532 5.615
H 4.196 0.246 5.381
H 4.305 1.225 6.855
H 2.680 -0.617 7.918
H 2.863 -1.328 6.321
C 1.793 -0.171 -6.402
C 1.393 0.307 -5.013
O -0.006 0.080 -5.057
C -0.359 -0.734 -6.065
O -1.474 -1.122 -6.185
O 0.698 -1.066 -6.782
H 2.690 -0.797 -6.364
H 1.898 0.618 -7.197
H 1.645 1.394 -4.886
H 1.707 -0.323 -4.155
C -3.286 1.784 -4.920
C -4.189 0.874 -4.042
O -4.053 1.470 -2.734
C -3.131 2.429 -2.705
O -2.806 2.992 -1.704
O -2.678 2.687 -3.963
H -3.784 2.378 -5.719
H -2.539 1.199 -5.351
H -3.970 -0.228 -3.913
H -5.208 0.916 -4.445
C 0.292 5.653 3.883
C 1.209 4.513 3.382
O 0.432 3.839 2.427
C -0.771 4.395 2.312
O -1.611 4.067 1.516
O -0.906 5.385 3.146
H 0.677 6.552 3.513
H 0.068 5.593 4.916
H 1.552 3.828 4.163
H 2.114 4.963 2.815
C -0.380 -1.429 -2.150
C -1.638 -1.367 -1.377
O -2.094 -2.779 -1.396
C -1.504 -3.434 -2.368
O -1.792 -4.508 -2.746
O -0.464 -2.698 -2.864
H 0.489 -1.433 -1.490
H -0.273 -0.626 -2.914
H -2.503 -0.842 -1.898
H -1.521 -1.036 -0.308
C -3.086 -0.669 3.605
C -1.682 -0.010 3.868
O -1.659 0.886 2.671
C -2.672 0.646 1.879
O -2.882 1.278 0.879
O -3.513 -0.251 2.348
H -3.802 -0.341 4.340
H -2.967 -1.758 3.645
H -0.902 -0.758 3.824
H -1.686 0.600 4.720
C 0.886 -4.851 1.322
C 0.581 -4.982 2.829
O -0.122 -3.796 3.120
C -0.422 -3.134 2.032
O -1.050 -2.125 2.016
O 0.047 -3.791 0.928
H 0.600 -5.747 0.732
H 1.941 -4.587 1.164
H 1.532 -4.979 3.414
H 0.020 -5.843 3.064
C -2.786 -3.978 -6.263
C -3.284 -3.216 -4.965
O -4.116 -2.174 -5.520
C -3.948 -2.090 -6.885
O -4.556 -1.282 -7.525
O -3.171 -3.065 -7.291
H -3.267 -4.957 -6.518
H -1.763 -4.039 -6.245
H -2.621 -2.681 -4.363
H -3.956 -3.901 -4.368
```

Output
**Electronic energy**: -174890.741 eV
**LUMO (alpha / beta)**: 0.48 / -1.26 eV
**Expectation value of S²**: 0.753
**Kohn-Sham gap (alpha / beta)**: 9.688 / 7.949 eV
**HOMO energy (alpha / beta)**: -9.212 / -9.212 eV
**Spin multiplicity**: 2

Löwdin atomic charge list, values in e, 4 entries: number 1, Cu, carries 0.725; number 2, S, carries 0.393; number 3, O, carries -0.332; number 4, O, carries -0.371

Entry 2:
Molecular formula: C42H50F5N7O8P2S4Ti
Method: DFT, ωB97M-V/def2-TZVPD

The geometry in XYZ format:
```
119
C42H50F5N7O8P2S4Ti (ωB97M-V/def2-TZVPD)
Ti -0.240 -0.359 1.874
C 4.405 0.884 1.091
N 3.753 1.753 2.073
C 4.554 2.163 3.213
P 2.183 2.100 1.846
O 1.304 0.896 1.964
O 2.076 2.709 0.373
P 1.854 2.027 -1.090
O 1.528 0.596 -1.033
N 3.314 2.267 -1.828
C 3.913 1.198 -2.617
C 3.715 3.612 -2.202
N 0.751 3.066 -1.726
C -0.020 2.532 -2.845
C 0.135 4.198 -1.056
N 1.765 3.292 2.866
C 2.364 4.609 2.686
C 0.476 3.290 3.564
H 4.998 0.136 1.619
H 5.055 1.454 0.423
H 3.661 0.352 0.495
H 4.977 1.283 3.702
H 3.937 2.688 3.936
H 5.375 2.815 2.901
H 3.575 0.235 -2.242
H 5.001 1.255 -2.534
H 3.649 1.280 -3.678
H 3.264 4.342 -1.530
H 3.415 3.860 -3.226
H 4.800 3.708 -2.126
H 0.460 1.641 -3.242
H -0.102 3.278 -3.639
H -1.021 2.232 -2.517
H 0.781 4.576 -0.268
H -0.830 3.924 -0.618
H -0.021 5.000 -1.782
H 3.306 4.530 2.143
H 2.564 5.055 3.662
H 1.696 5.273 2.131
H 0.096 2.279 3.672
H -0.260 3.890 3.023
H 0.619 3.717 4.557
C 4.034 -2.978 2.608
C 3.231 -3.980 1.828
C 3.202 -5.341 2.229
C 2.511 -6.237 1.477
C 1.806 -5.792 0.335
C 1.069 -6.664 -0.493
C 0.389 -6.181 -1.574
C 0.386 -4.801 -1.847
C 1.073 -3.918 -1.056
S 1.012 -2.165 -1.343
C 1.846 -4.406 0.045
N 2.585 -3.539 0.781
H 5.041 -2.901 2.189
H 4.126 -3.266 3.656
H 3.557 -2.000 2.537
H 3.735 -5.647 3.121
H 2.476 -7.287 1.744
H 1.051 -7.721 -0.253
H -0.167 -6.850 -2.217
H -0.181 -4.433 -2.693
S -1.318 1.277 0.431
C -2.422 0.238 -0.458
N -3.726 0.648 -0.526
C -4.699 -0.315 -1.010
C -4.135 -1.030 -2.212
N -2.929 -1.737 -1.834
C -2.319 -2.444 -2.964
C -2.069 -1.609 -4.202
C -3.021 -1.536 -5.215
C -2.813 -0.743 -6.334
C -1.638 -0.015 -6.460
C -0.678 -0.088 -5.461
C -0.894 -0.875 -4.337
C -2.026 -0.941 -1.058
S -0.767 -1.805 -0.222
C -4.289 1.734 0.260
C -4.887 2.810 -0.616
C -6.187 3.259 -0.423
C -6.717 4.261 -1.228
C -5.949 4.820 -2.238
C -4.650 4.371 -2.442
C -4.126 3.373 -1.636
H -5.602 0.228 -1.294
H -4.956 -1.029 -0.218
H -3.957 -0.281 -2.998
H -4.849 -1.760 -2.606
H -2.968 -3.286 -3.217
H -1.373 -2.855 -2.615
H -3.936 -2.112 -5.128
H -3.565 -0.698 -7.112
H -1.470 0.600 -7.335
H 0.249 0.465 -5.559
H -0.141 -0.934 -3.559
H -3.510 2.148 0.897
H -5.049 1.328 0.935
H -6.789 2.822 0.365
H -7.733 4.599 -1.068
H -6.360 5.599 -2.867
H -4.047 4.800 -3.233
H -3.117 3.011 -1.801
F 1.331 -4.369 7.227
C 1.186 -3.745 6.051
C 1.635 -2.448 5.893
F 2.222 -1.816 6.918
C 1.488 -1.812 4.676
F 1.947 -0.555 4.520
C 0.892 -2.452 3.588
O 0.764 -1.859 2.405
C 0.446 -3.762 3.772
F -0.125 -4.401 2.749
C 0.592 -4.400 4.988
F 0.166 -5.658 5.145
O -2.142 -1.486 4.650
S -2.258 -0.531 3.594
O -2.006 -1.191 2.230
O -0.922 0.312 3.533
O -3.389 0.339 3.568
```

Output
**Electronic energy**: -169806.351 eV
**LUMO**: -0.44 eV
**Kohn-Sham gap**: 6.254 eV
**Energy above the lowest of the compared OMol25 structures with the same formula, charge and spin**: 1.318 eV
**HOMO energy**: -6.698 eV
**Spin multiplicity**: 1

Löwdin atomic charge list, values in e, 4 entries: number 1, Ti, carries 0.853; number 2, C, carries -0.067; number 3, N, carries -0.274; number 4, C, carries -0.082